Version w
Formula: C4H6N3O2
Source: the Open Molecules 2025 dataset
Level of theory: ωB97M-V/def2-TZVPD

```
15
Properties=species:S:1:pos:R:3:nbo_charge:R:1
C -1.75590 2.31722 0.17689 0.74
C 0.72487 0.40513 -0.09427 0.42
C -5.01639 -0.40644 0.15806 1.07
C -0.64783 0.05491 -0.65322 -0.26
N -1.57711 1.27425 -0.46538 -0.75
N 0.70644 1.22163 0.82143 -0.71
N 1.65270 -0.24368 -0.77502 -0.77
O -5.96130 -0.62580 0.72778 -0.41
O -4.02576 -0.07100 -0.34419 -0.62
H -0.45167 -0.09213 -1.80558 0.27
H -1.08026 -0.84925 -0.12131 0.28
H -2.51801 0.82558 -0.69886 0.53
H 1.53951 1.63974 1.29380 0.40
H 1.21774 -1.06089 -1.22172 0.40
H 2.57082 -0.25669 -0.29012 0.43
```

Results
E_HOMO (alpha / beta) in Eh: -0.526 / -0.526
Multiplicity: 1
Total charge: +1
HOMO-LUMO gap (alpha / beta) in eV: 8.5 / 8.5
LUMO energy (alpha / beta) in eV: -5.86 / -5.86



Version x
Formula: C4H6N3O2
Source: the Open Molecules 2025 dataset
Level of theory: ωB97M-V/def2-TZVPD

```
15
Properties=species:S:1:pos:R:3:nbo_charge:R:1
C 0.90926 0.17002 0.20404 0.33
C -0.26076 -1.93509 0.19788 0.11
C -0.93229 1.54120 0.11682 -0.31
C -1.35893 0.13316 -0.41570 -0.26
N 0.46404 1.54794 0.42776 -0.12
N -0.18666 -0.67363 0.01887 -0.30
N 2.35360 -0.07017 0.03422 0.51
O 2.94149 0.86885 -0.38153 -0.24
O 2.75771 -1.19400 0.23771 -0.34
H -1.16107 -2.46882 -0.13457 0.26
H 0.76992 -2.31926 0.62739 0.28
H -0.91668 2.37380 -0.68063 0.28
H -1.50140 1.88240 1.02530 0.27
H -2.31872 -0.06731 0.13105 0.26
H -1.55951 0.21090 -1.40862 0.25
```

Results
E_HOMO (alpha / beta) in Eh: -0.557 / -0.557
Multiplicity: 1
Total charge: +1
HOMO-LUMO gap (alpha / beta) in eV: 8.6 / 8.6
LUMO energy (alpha / beta) in eV: -6.61 / -6.61



Of them, the most stable is version w and the least stable is version x.



Version w
Formula: C9H12N3O
Source: the Open Molecules 2025 dataset
Level of theory: ωB97M-V/def2-TZVPD

```
25
Properties=species:S:1:pos:R:3:nbo_charge:R:1
C -3.08758 -0.73629 -0.02839 -0.14
C -2.45854 -1.97498 -0.02826 -0.20
C -2.35425 0.44773 0.00797 -0.22
C -1.07608 -2.07454 0.00148 -0.13
C -0.98084 0.35877 0.03654 0.05
C -0.34609 -0.89513 0.03181 -0.19
C 0.01466 1.50294 0.03128 0.41
C 1.09625 -0.69064 0.08648 0.69
C 3.34646 -1.37655 0.03774 -0.28
N -0.26651 2.51443 0.97164 -0.81
N 0.28447 2.08315 -1.24181 -0.84
N 1.32212 0.59723 0.26434 -0.56
O 1.94638 -1.64840 -0.00381 -0.41
H -4.16617 -0.69101 -0.04583 0.24
H -3.05159 -2.87354 -0.05035 0.24
H -2.84600 1.40732 0.01273 0.24
H -0.58014 -3.03253 0.01617 0.24
H 3.83568 -2.34660 -0.02313 0.24
H 3.62293 -0.88696 0.97244 0.20
H 3.64643 -0.76202 -0.81382 0.21
H 0.39247 3.28108 0.97243 0.39
H -0.04579 1.53667 -2.02452 0.39
H -0.03720 3.03711 -1.31545 0.40
H 2.23102 1.03957 0.22276 0.43
H -0.44209 2.18319 1.90957 0.40
```

Results
E_HOMO in Eh: -0.482
Multiplicity: 1
Total charge: +1
HOMO-LUMO gap in eV: 9.3
LUMO energy in eV: -3.81



Version x
Formula: C9H12N3O
Source: the Open Molecules 2025 dataset
Level of theory: ωB97M-V/def2-TZVPD

```
25
Properties=species:S:1:pos:R:3:nbo_charge:R:1
C 2.46574 0.33058 -0.79962 -0.40
C 3.00578 0.39833 -2.05386 0.19
C 1.05884 0.43813 -1.02694 0.19
C 0.06162 -0.30438 2.57499 -0.23
C -0.33453 1.05850 2.19704 -0.14
C -0.02288 -1.28891 1.68211 -0.16
C -0.72444 1.41660 0.93162 -0.27
C -0.65800 -1.10780 0.34865 -0.13
C -0.67550 0.40359 -0.15903 0.20
N 0.85534 0.55913 -2.31698 -0.27
N -1.50709 0.51506 -1.39877 -0.76
N -2.08828 -1.49523 0.35457 -0.85
O 2.08070 0.52378 -2.96830 -0.23
H 2.81725 0.00422 0.16089 0.26
H 4.04225 0.53187 -2.38788 0.24
H 0.39819 -0.53222 3.59426 0.25
H -0.25814 1.94422 2.85387 0.25
H 0.26209 -2.29183 1.82717 0.23
H -1.03015 2.37631 0.59121 0.23
H -0.13027 -1.67847 -0.43349 0.23
H -0.86603 0.45424 -2.19173 0.47
H -1.78401 1.55362 -1.51694 0.45
H -2.30479 -2.46039 0.21344 0.40
H -2.31151 -0.19805 -1.29996 0.49
H -2.35217 -1.15091 1.22366 0.38
```

Results
E_HOMO in Eh: -0.467
Multiplicity: 1
Total charge: +1
HOMO-LUMO gap in eV: 8.9
LUMO energy in eV: -3.85



Of them, the most stable is version w and the least stable is version x.



Version w
Formula: H22HeO11
Source: the Open Molecules 2025 dataset
Level of theory: ωB97M-V/def2-TZVPD

```
34
Properties=species:S:1:pos:R:3:nbo_charge:R:1
He 0.07807 -0.21028 0.32930 0.00
O 0.73563 1.18276 -1.75614 -0.99
H 1.66303 1.41222 -1.69696 0.49
H 0.37468 1.42014 -0.90198 0.49
O -0.74111 -1.89836 3.00591 -0.98
H -1.28269 -2.15553 3.75209 0.47
H -1.28110 -2.09159 2.23955 0.51
O 1.04632 -2.98774 -1.16211 -0.95
H 1.16372 -2.95555 -0.21269 0.48
H 1.10864 -3.91768 -1.38023 0.48
O 3.71715 1.06212 1.31128 -0.95
H 4.54774 1.47609 1.54577 0.48
H 3.80608 0.15801 1.61278 0.48
O -0.26280 -1.23669 -3.04015 -0.99
H 0.22332 -1.87656 -2.52006 0.49
H 0.07558 -0.38819 -2.75420 0.50
O -2.90087 2.71870 -0.88202 -0.95
H -2.25645 2.23003 -0.37002 0.48
H -2.45176 2.92117 -1.70271 0.47
O -2.70760 -1.78673 1.03375 -0.98
H -2.66359 -1.36966 0.17332 0.51
H -3.48010 -1.40193 1.44774 0.48
O -0.34190 2.28200 0.73489 -0.98
H -0.50548 1.74204 1.50813 0.49
H 0.39449 2.84063 0.98369 0.47
O -2.80806 -1.19652 -1.88731 -1.00
H -3.31735 -0.70554 -2.53213 0.47
H -1.92548 -1.23312 -2.25601 0.50
O 3.47957 1.01295 -1.67182 -0.97
H 4.39790 1.06383 -1.93698 0.48
H 3.50423 1.03813 -0.71527 0.49
O -0.78855 1.16547 3.21237 -0.95
H -0.68945 0.23298 3.02037 0.50
H 0.08817 1.45239 3.46785 0.47
```

Results
E_HOMO in Eh: -0.388
Multiplicity: 1
HOMO-LUMO gap in eV: 10.4
LUMO energy in eV: -0.17



Version x
Formula: H22HeO11
Source: the Open Molecules 2025 dataset
Level of theory: ωB97M-V/def2-TZVPD

```
34
Properties=species:S:1:pos:R:3:nbo_charge:R:1
He 0.27471 0.28749 -0.18369 0.00
O 0.26434 -1.12344 -3.42314 -0.96
H -0.41681 -1.79525 -3.39261 0.48
H -0.19764 -0.32468 -3.67769 0.49
O 1.36997 2.53628 1.86248 -0.97
H 0.71434 3.21461 2.02456 0.49
H 2.19457 2.92488 2.15444 0.50
O -2.33266 3.39806 -2.29830 -0.93
H -1.98242 3.17666 -1.43542 0.46
H -3.25032 3.61665 -2.13595 0.47
O -3.23574 0.00029 -1.83169 -0.96
H -4.01868 -0.52742 -1.67442 0.47
H -2.62425 -0.26714 -1.14553 0.48
O 3.53087 -1.28886 -0.03673 -0.96
H 3.43339 -1.41761 0.90675 0.45
H 3.13429 -0.43401 -0.20453 0.49
O 2.47438 1.21501 -0.44647 -0.97
H 2.04536 1.81998 0.15865 0.49
H 2.27709 1.56458 -1.31544 0.48
O 1.14744 -1.81432 2.16234 -0.95
H 1.78881 -1.33252 2.68461 0.46
H 1.40716 -1.65349 1.25520 0.49
O -1.85087 -2.22934 -0.24480 -0.98
H -0.97905 -2.33194 -0.62644 0.48
H -1.71637 -1.65687 0.51047 0.48
O -1.67495 -1.21792 2.49648 -0.98
H -0.80299 -1.60464 2.57612 0.49
H -1.51703 -0.27436 2.46487 0.48
O -1.12732 1.51545 2.49430 -0.95
H -1.51046 2.08768 1.82946 0.47
H -0.19634 1.48181 2.27435 0.49
O 0.90023 -2.54150 -0.94290 -0.98
H 0.82144 -1.92100 -1.66748 0.49
H 1.65552 -3.08313 -1.17183 0.49
```

Results
E_HOMO in Eh: -0.384
Multiplicity: 1
HOMO-LUMO gap in eV: 9.9
LUMO energy in eV: -0.52



Version y
Formula: H22HeO11
Source: the Open Molecules 2025 dataset
Level of theory: ωB97M-V/def2-TZVPD

```
34
Properties=species:S:1:pos:R:3:nbo_charge:R:1
He 0.38592 0.37723 0.48866 0.00
O -0.28401 0.59846 -2.83694 -0.98
H -0.12384 -0.33686 -2.71143 0.50
H -0.32235 0.71004 -3.78683 0.48
O 0.33237 -2.59914 -0.05469 -0.97
H -0.31605 -1.89513 -0.06672 0.50
H -0.17801 -3.39276 0.10629 0.48
O 2.76342 -0.96033 -0.08787 -0.97
H 2.55016 -0.12687 0.33177 0.49
H 2.01479 -1.52470 0.10517 0.46
O -1.70778 0.91347 2.24506 -0.97
H -1.35703 0.07686 2.55048 0.49
H -2.61477 0.72096 2.00722 0.48
O -1.88450 2.08684 -1.10718 -0.97
H -2.03767 1.30731 -0.57324 0.47
H -1.39661 1.76612 -1.86570 0.49
O 2.09696 2.39123 -2.72748 -0.95
H 1.42386 1.72729 -2.87704 0.48
H 1.85752 2.79171 -1.89171 0.46
O 2.51944 1.66548 1.29253 -0.97
H 2.49435 2.43762 0.72736 0.47
H 1.68000 1.67727 1.75236 0.49
O -2.31000 -1.11688 -0.53933 -0.96
H -2.60286 -1.17061 -1.44904 0.49
H -2.78179 -1.82030 -0.09339 0.47
O 0.43966 2.55830 2.95771 -0.95
H -0.27416 1.93987 3.11339 0.49
H 1.09606 2.33852 3.61883 0.47
O -0.94055 -1.53361 3.27438 -0.95
H -1.04003 -1.88841 4.15781 0.49
H -0.86514 -2.30521 2.71296 0.48
O 0.45779 -2.13032 -3.11503 -0.97
H 0.33127 -3.00636 -3.47943 0.48
H 0.59358 -2.27709 -2.17894 0.49
```

Results
E_HOMO in Eh: -0.377
Multiplicity: 1
HOMO-LUMO gap in eV: 9.6
LUMO energy in eV: -0.69



Of them, the most stable is version w and the least stable is version x.



Version w
Formula: C23H24N2O4S2
Source: the Open Molecules 2025 dataset
Level of theory: ωB97M-V/def2-TZVPD

```
55
Properties=species:S:1:pos:R:3:nbo_charge:R:1
C 3.05941 1.25053 -4.39525 -0.25
H 2.46759 0.58269 -5.02921 0.18
O 3.67343 0.54932 -3.34053 -0.48
C 2.88503 -0.07529 -2.43245 0.34
C 1.51181 -0.11455 -2.46603 -0.35
C 0.80513 -0.79756 -1.46083 0.30
N -0.54177 -0.80402 -1.53380 -0.54
C -1.21856 -1.45744 -0.62824 0.10
C -0.63956 -2.11648 0.46453 -0.31
C 0.72830 -2.06480 0.60990 0.06
C 1.49921 -1.43056 -0.39766 -0.14
C 2.90724 -1.39308 -0.40775 -0.14
C 3.57951 -0.73782 -1.39448 -0.25
H 4.65718 -0.69990 -1.41210 0.23
H 3.45193 -1.89998 0.37412 0.23
C 1.35346 -2.58876 1.83319 0.01
C 2.13590 -1.73854 2.61187 -0.23
C 2.70100 -2.20108 3.78599 -0.20
C 2.49684 -3.51109 4.18942 -0.21
C 1.71416 -4.35689 3.42127 -0.21
C 1.13674 -3.89704 2.25123 -0.21
H 0.52893 -4.55543 1.64734 0.22
H 1.55060 -5.37715 3.73596 0.22
H 2.94487 -3.87170 5.10356 0.22
H 3.30431 -1.53778 4.38819 0.22
H 2.27244 -0.71489 2.29300 0.24
H -1.27057 -2.59211 1.19942 0.23
S -2.99470 -1.41596 -0.73541 0.25
C -3.20195 -0.14867 -2.03139 -0.65
H -3.77500 -0.61052 -2.83523 0.26
C -3.94212 1.11684 -1.64170 0.68
O -4.96393 1.41017 -2.23123 -0.62
N -3.41402 1.93926 -0.69415 -0.44
C -4.06863 3.21548 -0.47954 -0.42
H -3.33644 4.02219 -0.47809 0.19
H -4.77221 3.36686 -1.29629 0.26
H -4.62225 3.22113 0.46068 0.20
C -2.22091 1.66085 0.07433 -0.06
C -0.95593 2.32387 -0.46151 -0.67
H -0.51269 1.78921 -1.29436 0.26
H -1.09011 3.37515 -0.69658 0.25
S 0.18187 2.22064 0.96659 2.16
O 0.64391 3.53915 1.29985 -0.94
O 1.18000 1.20727 0.76251 -0.95
C -1.04221 1.65708 2.20116 -0.65
C -2.34345 2.06907 1.55255 -0.43
H -2.45926 3.14943 1.64385 0.22
H -3.20329 1.57807 2.00999 0.24
H -0.84277 2.15107 3.14542 0.26
H -0.93265 0.58047 2.29579 0.24
H -2.05570 0.58479 0.06769 0.25
H -2.18142 0.06017 -2.36686 0.29
H 0.93687 0.35548 -3.24819 0.23
H 3.87297 1.67600 -4.98040 0.20
H 2.42147 2.05688 -4.02018 0.18
```

Results
E_HOMO in Eh: -0.307
Multiplicity: 1
HOMO-LUMO gap in eV: 8.4
LUMO energy in eV: 0.06



Version x
Formula: C23H24N2O4S2
Source: the Open Molecules 2025 dataset
Level of theory: ωB97M-V/def2-TZVPD

```
55
Properties=species:S:1:pos:R:3:nbo_charge:R:1
C -2.87379 3.41744 1.66089 -0.19
C -3.04472 2.60482 0.53606 -0.21
C -3.17120 1.22334 0.68647 -0.19
C -3.13228 0.66860 1.96017 -0.24
S -3.29090 -1.11572 2.17075 2.16
C -1.68604 -1.64430 2.81233 -0.61
C -1.62890 -2.18805 4.04030 -0.25
S -0.16517 -1.25236 1.94015 2.16
C 0.72969 -0.14638 3.05662 -0.25
C 0.53590 1.23596 2.99059 -0.21
C 1.18632 2.09265 3.88276 -0.22
C 2.07113 1.56671 4.83082 -0.19
C 2.27753 0.18361 4.89469 -0.21
C 1.60891 -0.66667 4.00942 -0.22
O 0.60408 -2.46654 1.80667 -0.91
O -0.50456 -0.45138 0.78480 -0.92
O -4.27326 -1.31147 3.21218 -0.93
O -3.46504 -1.68965 0.86004 -0.91
C -2.97526 1.46960 3.08833 -0.22
C -2.82530 2.84829 2.93827 -0.22
H -2.77405 4.49828 1.54555 0.22
H -3.07785 3.03352 -0.46775 0.23
H -3.28459 0.57165 -0.17475 0.25
H -0.67026 -2.45557 4.46527 0.22
H -2.54281 -2.37472 4.59347 0.24
H -0.13653 1.64717 2.24278 0.25
H 0.99883 3.16942 3.82910 0.22
H 2.59631 2.23329 5.51920 0.22
H 2.95925 -0.24188 5.63567 0.22
H 1.76708 -1.74051 4.05212 0.24
H -2.94249 1.00499 4.07100 0.23
H -2.67137 3.46801 3.82488 0.22
C 5.13240 -8.01116 -2.52238 -0.41
C 4.26901 -8.03956 -3.78968 -0.41
C 3.35242 -6.81153 -3.73190 -0.19
N 3.86311 -5.99054 -2.63461 -0.49
C 3.10953 -4.91758 -2.13812 0.20
C 1.82262 -5.13845 -1.59480 -0.28
C 1.11664 -4.04975 -1.05869 0.04
N 1.59388 -2.80707 -1.08646 -0.42
C 2.80003 -2.57536 -1.60395 0.04
C 3.61111 -3.59178 -2.13212 -0.27
C 4.72090 -6.76023 -1.73517 -0.19
H 4.95912 -8.90001 -1.91171 0.21
H 6.19275 -7.95516 -2.77757 0.21
H 4.89751 -7.98850 -4.68158 0.21
H 3.66250 -8.94657 -3.83409 0.21
H 3.36396 -6.25223 -4.67926 0.19
H 2.31033 -7.12528 -3.55083 0.17
H 1.39077 -6.13953 -1.55635 0.21
H 0.13396 -4.19112 -0.60479 0.20
H 3.13240 -1.53401 -1.59737 0.19
H 4.59119 -3.35682 -2.54643 0.22
H 4.17096 -7.06590 -0.82641 0.17
H 5.58610 -6.16598 -1.41017 0.19
```

Results
E_HOMO in Eh: -0.297
Multiplicity: 1
HOMO-LUMO gap in eV: 7.7
LUMO energy in eV: -0.36



Of them, the most stable is version w and the least stable is version x.